No. 1
12
Properties=species:S:1:pos:R:3:nbo_charge:R:1 method="wB97M-V/def2-TZVPD" orbital_gap_ha=0.3690 e_homo_ev=-9.42 e_above_lowest_kj_mol=147.09 charge=0 smiles="CC(N)=O.O"
C -1.83 -1.09 -0.66 -0.724
C -0.64 -0.17 -0.86 0.668
N -0.02 0.22 0.30 -0.860
O -0.26 0.31 -2.01 -0.615
H -2.34 -1.09 -1.62 0.242
H -2.56 -0.68 0.06 0.222
H -1.42 -2.07 -0.24 0.242
H -0.67 0.57 0.96 0.404
H 0.92 0.29 0.14 0.418
O 2.29 0.62 2.26 -0.936
H 2.47 1.51 2.62 0.470
H 2.32 0.10 3.06 0.469

No. 2
109
Properties=species:S:1:pos:R:3:mulliken_charge:R:1 method="wB97M-V/def2-TZVPD" orbital_gap_ha=0.2084 e_homo_ev=-3.75 charge=-1
C 4.85 -0.95 0.27 -1.320
C 3.58 -1.68 0.83 0.385
C 3.11 -2.97 0.03 1.091
N 3.81 -3.08 -1.27 -0.694
O 1.73 -2.97 -0.29 -0.494
C 0.90 -3.16 0.85 -0.746
C -0.54 -2.71 0.46 0.427
C -1.63 -3.44 1.34 -1.619
C -0.76 -1.15 0.40 0.800
C -0.63 -0.57 -1.05 -1.427
C 0.09 -0.31 1.42 -1.562
C 3.59 -4.25 0.85 0.281
O 4.60 -4.12 1.57 -0.736
O 3.02 -5.36 0.75 -0.776
H 5.17 -0.16 0.98 0.424
H 4.54 -0.44 -0.67 0.296
H 5.67 -1.68 0.07 0.187
H 3.70 -1.84 1.92 0.326
H 2.73 -0.95 0.73 -0.470
H 3.67 -2.25 -1.83 0.234
H 4.79 -3.30 -1.13 0.074
H 0.83 -4.25 1.08 0.396
H 1.28 -2.69 1.78 0.187
H -0.72 -3.09 -0.57 0.220
H -2.62 -3.18 0.92 0.429
H -1.52 -3.22 2.43 0.284
H -1.48 -4.53 1.16 0.415
H -1.83 -0.98 0.68 0.381
H -1.37 -1.11 -1.68 0.429
H 0.40 -0.61 -1.44 0.164
H -1.01 0.48 -0.99 0.333
H 0.91 0.18 0.87 0.241
H -0.58 0.52 1.77 0.457
H 0.40 -0.85 2.33 0.323
C 8.82 -2.97 -1.37 -1.145
C 7.70 -3.26 -2.34 -0.270
O 7.07 -2.10 -2.85 -0.339
C 7.89 -1.22 -3.60 -0.359
C 8.47 -1.86 -4.85 -1.059
H 8.49 -2.29 -0.58 0.277
H 9.18 -3.89 -0.91 0.406
H 9.67 -2.49 -1.87 0.295
H 6.92 -3.82 -1.81 0.326
H 8.04 -3.91 -3.16 0.324
H 8.68 -0.81 -2.97 0.317
H 7.26 -0.39 -3.90 0.312
H 9.19 -2.65 -4.61 0.260
H 9.00 -1.11 -5.45 0.390
H 7.68 -2.31 -5.46 0.288
C 1.77 3.37 6.24 -1.036
C 2.54 2.40 5.36 -0.360
O 1.82 1.98 4.22 -0.350
C 1.46 3.00 3.30 -0.094
C 2.65 3.73 2.70 -1.129
H 0.79 2.97 6.49 0.288
H 2.32 3.57 7.17 0.385
H 1.62 4.33 5.74 0.262
H 2.75 1.50 5.94 0.316
H 3.51 2.82 5.08 0.313
H 0.76 3.70 3.77 0.272
H 0.91 2.50 2.50 0.194
H 3.18 4.32 3.45 0.291
H 2.32 4.41 1.91 0.404
H 3.36 3.02 2.27 0.258
C -3.67 -6.46 3.26 -1.107
C -4.66 -5.84 2.28 -0.350
O -4.40 -6.18 0.93 -0.395
C -4.47 -7.56 0.61 -0.337
C -5.85 -8.17 0.85 -1.027
H -2.65 -6.25 2.96 0.274
H -3.84 -6.07 4.26 0.383
H -3.78 -7.55 3.30 0.325
H -4.57 -4.75 2.34 0.334
H -5.69 -6.09 2.55 0.362
H -3.70 -8.12 1.14 0.307
H -4.24 -7.64 -0.45 0.326
H -6.09 -8.20 1.91 0.254
H -5.88 -9.19 0.47 0.387
H -6.62 -7.58 0.35 0.282
C -2.55 4.52 -2.49 -0.941
C -2.03 3.17 -2.95 -0.398
O -2.85 2.08 -2.57 -0.349
C -4.18 2.09 -3.07 -0.250
C -4.25 2.03 -4.58 -1.084
H -2.76 4.51 -1.42 0.293
H -1.82 5.30 -2.70 0.481
H -3.48 4.78 -3.00 0.108
H -1.06 2.99 -2.49 0.334
H -1.87 3.16 -4.04 0.294
H -4.73 2.95 -2.68 0.226
H -4.66 1.20 -2.66 0.337
H -3.86 2.94 -5.04 0.268
H -5.29 1.91 -4.91 0.400
H -3.66 1.20 -4.97 0.291
C -6.18 8.82 -2.39 -1.116
C -5.88 7.39 -1.98 -0.269
O -4.71 7.26 -1.18 -0.393
C -4.72 7.94 0.06 -0.313
C -5.81 7.46 1.00 -1.061
H -5.31 9.28 -2.85 0.314
H -7.01 8.84 -3.10 0.392
H -6.46 9.43 -1.53 0.263
H -5.69 6.79 -2.87 0.300
H -6.73 6.93 -1.47 0.306
H -4.79 9.03 -0.09 0.294
H -3.75 7.75 0.52 0.333
H -6.81 7.72 0.63 0.264
H -5.70 7.93 1.99 0.395
H -5.77 6.38 1.12 0.287

No. 3
12
Properties=species:S:1:pos:R:3:nbo_charge:R:1 method="wB97M-V/def2-TZVPD" orbital_gap_ha=0.3844 e_homo_ev=-10.04 e_above_lowest_kj_mol=206.55 charge=0 smiles="CC(C=O)C=O"
C -1.38 -0.30 -0.33 -0.624
C 0.13 -0.02 -0.18 -0.478
C 0.64 1.38 -0.10 0.428
O 1.75 1.53 -0.59 -0.534
C 0.82 -0.96 0.76 0.446
O 0.40 -2.05 1.06 -0.524
H -1.59 -1.33 -0.04 0.251
H -1.99 0.33 0.35 0.220
H -1.74 -0.13 -1.34 0.223
H 1.02 -0.07 -0.96 0.321
H 0.10 2.24 0.31 0.147
H 1.83 -0.62 1.05 0.124

No. 4
23
Properties=species:S:1:pos:R:3:nbo_charge:R:1 method="wB97M-V/def2-TZVPD" orbital_gap_ha="0.2862 / 0.2717" e_homo_ev="-7.19 / -7.47" e_above_lowest_kj_mol=535.04 charge=0
C -1.60 0.23 -0.45 -0.110
C -2.86 -0.08 -0.80 -0.352
C -0.68 1.34 -0.66 -0.396
C 1.79 0.48 -0.26 -0.076
C -0.71 -0.48 0.27 0.107
C 0.38 0.57 0.32 -0.128
C 2.13 -0.34 -1.44 -0.683
C -0.75 -1.82 0.78 -0.680
C 0.67 1.11 1.72 -0.612
H -3.18 -1.08 -0.48 0.181
H -3.41 0.50 -1.44 0.192
H -0.06 1.38 -1.60 0.210
H -0.89 2.33 -0.37 0.209
H 2.61 0.63 0.42 0.170
H 3.20 -0.22 -1.77 0.218
H 1.46 -0.20 -2.33 0.214
H 2.02 -1.31 -1.04 0.215
H 0.21 -2.31 0.44 0.230
H -1.75 -2.14 0.56 0.228
H -0.79 -1.93 1.85 0.225
H 1.31 1.99 1.73 0.221
H 1.11 0.29 2.28 0.206
H -0.25 1.07 2.26 0.212

No. 5
5
Properties=species:S:1:pos:R:3:nbo_charge:R:1 method="wB97M-V/def2-TZVPD" orbital_gap_ha=0.3882 e_homo_ev=-9.85 e_above_lowest_kj_mol=62.45 charge=0 smiles="N=C=N"
N 0.92 0.58 0.29 -0.725
C -0.14 0.10 0.04 0.666
N -1.13 -0.43 -0.50 -0.764
H 1.16 1.20 1.04 0.413
H -0.81 -1.45 -0.87 0.409

No. 6
65
Properties=species:S:1:pos:R:3:nbo_charge:R:1 method="wB97M-V/def2-TZVPD" orbital_gap_ha=0.3702 e_homo_ev=-9.30 e_above_lowest_kj_mol=370.81 charge=0 smiles=C1CCOC1.C1CCOC1.C1CCOC1.C1CCOC1.C1CCOC1
C 17.86 -0.47 6.96 -0.435
C 18.06 1.00 6.65 -0.448
C 18.98 1.57 7.74 -0.065
O 19.10 0.47 8.67 -0.534
C 18.93 -0.76 8.04 -0.063
H 17.82 -1.09 6.06 0.215
H 16.88 -0.67 7.41 0.206
H 17.11 1.51 6.52 0.214
H 18.47 1.22 5.66 0.208
H 18.65 2.42 8.33 0.197
H 19.99 1.73 7.35 0.166
H 18.55 -1.54 8.70 0.187
H 19.87 -1.18 7.67 0.153
C 23.31 -8.13 6.34 -0.441
C 23.02 -8.28 7.82 -0.421
C 22.39 -9.67 7.92 -0.077
O 23.15 -10.43 6.98 -0.540
C 23.54 -9.57 5.91 -0.074
H 24.19 -7.50 6.16 0.217
H 22.47 -7.68 5.81 0.202
H 22.41 -7.46 8.21 0.214
H 23.95 -8.30 8.40 0.201
H 21.35 -9.65 7.57 0.175
H 22.50 -10.00 8.95 0.194
H 23.03 -9.84 4.98 0.169
H 24.60 -9.77 5.74 0.179
C 19.55 -11.42 4.00 -0.436
C 19.62 -12.64 4.93 -0.430
C 19.78 -11.99 6.32 -0.080
O 19.08 -10.75 6.26 -0.526
C 19.43 -10.21 4.98 -0.072
H 18.69 -11.45 3.35 0.209
H 20.50 -11.27 3.48 0.208
H 20.48 -13.29 4.78 0.214
H 18.67 -13.18 4.89 0.205
H 20.83 -11.86 6.61 0.175
H 19.28 -12.63 7.04 0.188
H 20.36 -9.65 5.09 0.156
H 18.64 -9.57 4.59 0.188
C 19.21 -4.63 5.46 -0.438
C 17.74 -4.56 5.11 -0.431
C 17.15 -5.40 6.28 -0.061
O 18.16 -6.30 6.65 -0.544
C 19.39 -6.06 5.94 -0.065
H 19.44 -3.94 6.28 0.204
H 19.89 -4.32 4.66 0.216
H 17.47 -4.96 4.13 0.202
H 17.32 -3.56 5.16 0.211
H 16.22 -5.89 5.97 0.186
H 16.88 -4.72 7.10 0.163
H 19.39 -6.85 5.19 0.171
H 20.23 -6.17 6.64 0.184
C 12.24 -5.57 8.94 -0.434
C 11.83 -6.19 7.60 -0.423
C 12.51 -5.26 6.62 -0.065
O 13.76 -4.94 7.21 -0.539
C 13.71 -5.18 8.62 -0.072
H 12.14 -6.36 9.69 0.216
H 11.63 -4.73 9.25 0.204
H 10.75 -6.27 7.46 0.215
H 12.29 -7.18 7.50 0.200
H 11.88 -4.38 6.45 0.159
H 12.64 -5.80 5.68 0.183
H 13.99 -4.28 9.17 0.182
H 14.35 -6.02 8.88 0.175

No. 7
4
Properties=species:S:1:pos:R:3:nbo_charge:R:1 method="wB97M-V/def2-TZVPD" orbital_gap_ha=0.3178 e_homo_ev=-3.59 e_above_lowest_kj_mol=18.71 charge=-1 smiles="O=C[O-]"
O -0.99 -0.75 0.41 -0.788
C 0.00 -0.06 0.01 0.595
O 0.11 1.24 0.14 -0.821
H 0.88 -0.43 -0.56 0.014

No. 8
9
Properties=species:S:1:pos:R:3:nbo_charge:R:1 method="wB97M-V/def2-TZVPD" orbital_gap_ha="0.2883 / 0.2883" e_homo_ev="-9.94 / -9.94" e_above_lowest_kj_mol=235.35 charge=0
C 2.10 0.30 -0.27 0.211
C 1.00 -1.39 0.98 0.204
C 0.88 -0.12 0.37 -0.329
N 3.10 0.58 -0.75 -0.226
N 1.31 -2.41 1.27 -0.199
S 0.05 1.18 1.18 0.197
S -0.44 -0.88 -1.44 -0.125
H 0.80 1.98 0.44 0.145
H 0.06 -0.37 -2.52 0.122

No. 9
109
Properties=species:S:1:pos:R:3:mulliken_charge:R:1 method="wB97M-V/def2-TZVPD" orbital_gap_ha=0.3443 e_homo_ev=-8.99 charge=0 smiles="CC[C@H](I)O[P@](=O)(OCCO[Si](C)(C)C)O[C@@H](Br)[C@H](C)Br.COCCOC.COCCOC.COCCOC.COCCOC"
C -5.40 1.79 -0.21 -1.088
C -4.30 2.66 -0.81 -0.245
C -3.12 2.80 0.13 -0.605
I -1.47 3.73 -0.89 0.058
O -2.76 1.50 0.56 0.195
P -1.86 1.17 1.82 0.697
O -0.44 1.53 1.78 -0.728
O -2.22 -0.35 1.91 -0.299
C -1.67 -1.09 3.00 -0.377
C -1.57 -2.56 2.60 -0.765
O -1.08 -2.73 1.30 -0.421
Si 0.47 -2.35 0.79 0.493
C 0.32 -1.07 -0.57 -0.866
C 1.26 -3.89 0.10 -0.998
C 1.54 -1.68 2.18 -1.127
O -2.62 1.81 3.09 -0.026
C -1.95 2.68 3.98 -0.546
Br -2.06 4.53 3.38 -0.096
C -2.60 2.48 5.34 0.131
C -4.06 2.88 5.41 -1.285
Br -1.55 3.38 6.69 -0.113
H -6.35 1.99 -0.71 0.390
H -5.54 2.00 0.86 0.243
H -5.17 0.73 -0.32 0.251
H -4.66 3.66 -1.05 0.442
H -3.94 2.22 -1.74 0.183
H -3.36 3.44 0.97 0.322
H -2.32 -1.00 3.88 0.303
H -0.69 -0.69 3.26 0.356
H -0.95 -3.07 3.35 0.315
H -2.57 -3.01 2.63 0.422
H -0.67 -0.60 -0.54 0.031
H 1.08 -0.29 -0.48 0.369
H 0.43 -1.55 -1.55 0.406
H 1.24 -4.72 0.80 0.168
H 0.76 -4.18 -0.83 0.299
H 2.30 -3.66 -0.15 0.322
H 1.44 -0.60 2.27 0.276
H 2.58 -1.91 1.92 0.442
H 1.35 -2.13 3.16 0.359
H -0.89 2.44 4.02 0.717
H -2.50 1.42 5.55 0.296
H -4.17 3.96 5.47 0.368
H -4.51 2.45 6.30 0.420
H -4.59 2.49 4.54 0.317
C 1.27 4.77 10.05 -0.658
O 1.95 5.85 9.46 -0.383
C 3.36 5.66 9.36 -0.467
C 3.78 5.23 7.97 -0.497
O 3.28 3.95 7.64 -0.406
C 2.13 3.99 6.81 -0.736
H 0.20 4.94 9.91 0.214
H 1.54 3.81 9.60 0.308
H 1.47 4.72 11.13 0.312
H 3.69 4.92 10.10 0.306
H 3.83 6.61 9.60 0.374
H 4.87 5.18 7.93 0.394
H 3.45 5.98 7.24 0.305
H 2.39 4.29 5.79 0.348
H 1.37 4.67 7.21 0.281
H 1.72 2.98 6.78 0.287
C 0.90 1.51 -3.95 -0.628
O 0.14 0.38 -4.35 -0.392
C -1.25 0.59 -4.28 -0.085
C -1.86 0.87 -5.64 -0.729
O -1.40 2.10 -6.18 -0.402
C -0.38 1.94 -7.15 -0.752
H 1.94 1.32 -4.23 0.297
H 0.56 2.42 -4.45 0.335
H 0.85 1.65 -2.87 0.150
H -1.48 1.42 -3.60 0.145
H -1.71 -0.32 -3.87 0.363
H -2.95 0.94 -5.53 0.413
H -1.64 0.04 -6.32 0.337
H -0.78 1.51 -8.08 0.371
H 0.43 1.30 -6.78 0.330
H 0.02 2.93 -7.36 0.246
C 1.88 -8.70 1.57 -0.818
O 0.91 -7.67 1.55 -0.262
C -0.36 -8.08 1.06 -0.475
C -1.34 -8.33 2.18 -0.528
O -0.97 -9.43 2.99 -0.381
C -0.36 -9.06 4.21 -0.686
H 2.73 -8.33 2.13 0.239
H 1.50 -9.61 2.05 0.345
H 2.21 -8.94 0.55 0.311
H -0.25 -8.98 0.44 0.329
H -0.74 -7.28 0.42 0.387
H -2.32 -8.56 1.74 0.383
H -1.45 -7.43 2.78 0.307
H -1.09 -8.63 4.89 0.320
H 0.45 -8.34 4.05 0.292
H 0.05 -9.96 4.65 0.246
C 2.95 0.17 -12.32 -0.695
O 3.43 1.49 -12.15 -0.374
C 2.44 2.40 -11.70 -0.583
C 2.56 2.67 -10.21 -0.461
O 2.29 1.52 -9.44 -0.262
C 3.45 0.87 -8.95 -0.848
H 3.82 -0.46 -12.49 0.243
H 2.42 -0.18 -11.43 0.288
H 2.29 0.10 -13.19 0.323
H 1.44 2.02 -11.92 0.320
H 2.58 3.34 -12.24 0.385
H 1.83 3.44 -9.94 0.361
H 3.56 3.06 -9.99 0.350
H 3.91 1.46 -8.15 0.306
H 4.18 0.71 -9.74 0.410
H 3.13 -0.09 -8.54 0.241

No. 10
112
Properties=species:S:1:pos:R:3:mulliken_charge:R:1 method="wB97M-V/def2-TZVPD" orbital_gap_ha=0.3234 e_homo_ev=-9.05 e_above_lowest_kj_mol=147.84 charge=0
K -21.20 4.07 9.22 0.939
C -17.23 2.57 9.96 0.472
F -16.86 2.71 11.23 -0.200
F -17.75 3.76 9.56 -0.158
F -16.31 2.12 9.15 -0.061
S -18.81 1.44 9.95 0.896
O -19.38 1.26 8.59 -0.577
O -18.15 0.19 10.53 -0.663
N -19.91 2.32 10.94 -0.376
S -20.31 1.29 12.02 0.851
O -20.92 0.06 11.51 -0.662
O -19.17 1.05 12.86 -0.537
C -21.61 2.22 13.14 0.514
F -21.26 3.50 13.45 -0.222
F -22.77 2.23 12.48 -0.250
F -21.78 1.49 14.22 -0.196
C -22.36 3.68 6.06 -0.721
O -21.31 4.55 6.42 -0.311
C -20.07 4.27 5.81 -0.378
C -19.16 5.48 6.15 -0.734
O -19.12 5.62 7.55 -0.151
C -18.02 6.37 8.00 -0.493
H -22.30 2.71 6.55 0.263
H -22.39 3.64 4.97 0.433
H -23.29 4.14 6.37 0.145
H -20.15 4.35 4.72 0.420
H -19.59 3.38 6.21 0.189
H -19.55 6.36 5.64 0.355
H -18.16 5.41 5.71 0.442
H -18.06 6.56 9.07 0.265
H -17.92 7.30 7.44 0.338
H -17.14 5.78 7.73 -0.017
C -17.98 -2.02 8.01 -0.390
O -17.77 -3.18 7.20 -0.415
C -17.33 -4.27 7.96 -0.146
C -16.98 -5.40 6.92 -0.543
O -16.75 -6.66 7.51 -0.352
C -16.02 -7.54 6.66 -0.691
H -18.26 -1.26 7.28 0.257
H -17.09 -1.82 8.61 0.015
H -18.73 -2.16 8.78 0.369
H -18.12 -4.63 8.63 0.368
H -16.47 -4.10 8.61 0.084
H -16.17 -5.10 6.25 0.353
H -17.95 -5.52 6.44 0.259
H -16.06 -8.44 7.28 0.251
H -15.01 -7.16 6.47 0.283
H -16.58 -7.73 5.74 0.299
C -16.89 2.88 14.61 -0.382
O -17.26 4.10 15.27 -0.437
C -18.70 4.35 15.13 -0.197
C -19.25 5.54 15.99 -0.594
O -18.96 5.70 17.40 -0.321
C -19.31 6.93 18.14 -0.720
H -17.00 3.14 13.56 0.051
H -17.26 1.89 14.85 0.278
H -15.81 2.71 14.69 0.354
H -19.26 3.45 15.39 0.291
H -18.85 4.44 14.05 0.247
H -20.30 5.64 15.75 0.316
H -18.76 6.40 15.54 0.305
H -20.35 7.25 18.10 0.300
H -18.73 7.78 17.78 0.299
H -19.20 6.76 19.22 0.263
C -23.15 1.04 8.71 -0.906
O -23.27 2.43 9.06 0.255
C -24.61 3.04 9.06 -0.596
C -24.61 4.55 9.17 -0.629
O -23.84 4.97 10.35 -0.276
C -24.46 4.60 11.56 -0.681
H -23.58 0.82 7.73 0.381
H -23.48 0.34 9.47 0.289
H -22.09 0.79 8.71 0.149
H -25.19 2.46 9.78 0.432
H -25.08 2.80 8.10 0.465
H -25.64 4.89 9.20 0.427
H -24.12 5.07 8.34 0.120
H -25.48 4.97 11.49 0.346
H -23.79 5.15 12.22 0.203
H -24.52 3.54 11.82 0.241
C -9.74 4.77 8.01 -0.801
O -10.35 4.16 9.18 -0.417
C -11.28 3.16 8.85 -0.747
C -12.42 3.41 7.93 0.061
O -13.30 4.28 8.47 -0.417
C -14.46 4.51 7.68 -0.533
H -8.74 5.09 8.30 0.295
H -10.25 5.73 7.95 0.279
H -9.64 4.26 7.05 0.338
H -11.64 2.67 9.75 0.260
H -10.59 2.48 8.34 0.479
H -12.82 2.42 7.71 0.222
H -12.08 3.83 6.97 0.288
H -15.36 4.51 8.30 -0.196
H -14.71 3.89 6.83 0.395
H -14.32 5.49 7.22 0.408
C -12.89 -3.67 8.50 -0.514
O -12.77 -2.86 9.74 -0.456
C -13.80 -1.87 9.92 -0.237
C -13.50 -0.48 9.25 -0.022
O -13.47 -0.63 7.77 -0.424
C -14.72 -0.82 7.10 -0.124
H -13.63 -4.44 8.75 0.252
H -11.97 -4.18 8.22 0.322
H -13.33 -3.15 7.65 0.149
H -13.78 -1.72 11.00 0.431
H -14.77 -2.24 9.61 -0.022
H -12.57 -0.07 9.66 0.262
H -14.20 0.27 9.60 0.053
H -15.35 0.03 7.35 -0.042
H -15.11 -1.80 7.38 0.004
H -14.60 -0.76 6.01 0.368

No. 11
19
Properties=species:S:1:pos:R:3:nbo_charge:R:1 method="wB97M-V/def2-TZVPD" orbital_gap_ha="0.2699 / 0.2434" e_homo_ev="-6.97 / -6.66" e_above_lowest_kj_mol=691.43 charge=0
C -1.15 0.02 -0.60 0.261
C 0.73 0.19 0.59 -0.057
C 0.19 1.00 1.72 -0.673
C 1.83 0.86 -0.19 -0.663
N -0.23 -0.62 -1.32 -0.146
N -0.22 -1.92 -1.28 -0.571
O -1.87 -0.61 0.40 -0.796
H -2.69 -0.86 -0.10 0.521
H -2.46 -0.27 -1.74 -0.363
H -1.20 1.09 -0.71 0.204
H 0.93 -0.85 0.86 0.186
H -0.82 -2.44 -0.64 0.387
H 0.38 -2.38 -1.95 0.394
H 0.99 1.23 2.44 0.222
H 2.28 0.21 -0.93 0.221
H -0.21 1.96 1.37 0.210
H -0.59 0.47 2.27 0.237
H 1.46 1.76 -0.68 0.214
H 2.64 1.17 0.49 0.212